{
  "formula": "C3H11N3O",
  "method": "ωB97M-V/def2-TZVPD",
  "elements": ["C", "C", "N", "C", "N", "N", "H", "H", "H", "H", "H", "H", "H", "H", "H", "H", "H", "O"],
  "positions_angstrom": [[1.05, 1.91, 0.99], [-0.16, 1.45, 0.19], [-0.21, 0.01, -0.09], [0.75, -0.89, -0.18], [1.99, -0.52, -0.51], [0.36, -2.16, 0.02], [0.85, 2.88, 1.38], [1.23, 1.17, 1.78], [2.00, 1.88, 0.44], [-0.26, 2.04, -0.72], [-0.99, 1.63, 0.86], [-1.13, -0.40, -0.03], [2.14, 0.38, -0.92], [2.71, -1.23, -0.54], [0.89, -2.90, -0.43], [-4.52, -1.81, -0.76], [-3.09, -1.45, -0.44], [-3.61, -1.98, -1.04]],
  "homo_energy_ev": [-14.559, -14.559],
  "spin_multiplicity": 2,
  "lumo_ev": [-3.271, -7.582],
  "s_squared": 0.76,
  "e_above_lowest_kj_mol": 32.4,
  "total_charge": 1
}